1.
ORCA calculation (ωB97M-V/def2-TZVPD) on 2 unconnected molecules or ions with the total composition C4H6N2O.

E_LUMO, eV: -0.3
Net charge: 0
ΔE to the lowest compared entry with this formula, charge and spin, kJ/mol: 205.1
HOMO level, eV: -9.13
HOMO-LUMO gap, eV: 8.83
DFT total energy, hartree: -340.71678
Structure (SMILES): [H]/N=C1\C=CNC1=O.[H][H]

Atoms and positions in Å:
1 H 1.169 -0.916 2.135
2 N 0.820 -0.026 1.768
3 C 0.114 -0.232 0.733
4 C -0.251 -1.449 0.001
5 C -0.931 -1.069 -1.093
6 N -1.082 0.315 -1.162
7 C -0.505 0.929 -0.061
8 O -0.503 2.114 0.171
9 H -0.003 -2.461 0.291
10 H -1.347 -1.688 -1.877
11 H -1.548 0.827 -1.893
12 H 2.350 1.629 0.443
13 H 1.763 2.081 0.382

Results of the natural (NBO) charge analysis, in e, for atoms 1 through 4: atom 1 (H): 0.335, atom 2 (N): -0.521, atom 3 (C): 0.151, atom 4 (C): -0.371

***

2.
ORCA calculation (ωB97M-V/def2-TZVPD) on a molecular structure, C4H6N2O.

E_LUMO, eV: 1.0
Net charge: 0
ΔE to the lowest compared entry with this formula, charge and spin, kJ/mol: 355.0
HOMO level, eV: -9.83
HOMO-LUMO gap, eV: 10.88
DFT total energy, hartree: -340.65968

Atoms and positions in Å:
1 N 1.536 -1.179 -1.096
2 C 1.131 -0.232 -0.381
3 O 1.720 0.914 0.110
4 C 0.489 1.259 0.841
5 C -0.176 0.019 0.296
6 C -1.573 -0.130 -0.362
7 N -1.125 -0.881 0.813
8 H 2.507 -1.067 -1.381
9 H 0.638 1.363 1.936
10 H -0.280 1.856 0.175
11 H -1.590 -0.635 -1.335
12 H -2.431 0.534 -0.169
13 H -0.846 -1.819 0.554

Results of the natural (NBO) charge analysis, in e, for atoms 1 through 4: atom 1 (N): -0.692, atom 2 (C): 0.556, atom 3 (O): -0.492, atom 4 (C): -0.108

***

3.
ORCA calculation (ωB97M-V/def2-TZVPD) on C4H6N2O in the gas phase.

E_LUMO, eV: 1.0
Net charge: 0
ΔE to the lowest compared entry with this formula, charge and spin, kJ/mol: 164.3
HOMO level, eV: -7.73
HOMO-LUMO gap, eV: 8.68
DFT total energy, hartree: -340.73234
Structure (SMILES): Nc1[nH]ccc1O

Atoms and positions in Å:
1 N 1.908 0.874 0.033
2 C 0.592 0.402 -0.119
3 N -0.480 1.264 -0.284
4 C -1.653 0.591 -0.150
5 C -1.346 -0.727 0.130
6 C 0.059 -0.842 0.047
7 O 0.745 -2.014 0.215
8 H 2.417 0.830 -0.842
9 H 2.386 0.269 0.694
10 H -0.385 2.263 -0.347
11 H -2.602 1.084 -0.323
12 H -1.753 -1.283 0.952
13 H 0.112 -2.712 -0.006

Results of the natural (NBO) charge analysis, in e, for atoms 1 through 4: atom 1 (N): -0.829, atom 2 (C): 0.178, atom 3 (N): -0.499, atom 4 (C): -0.032

***

4.
ORCA calculation (ωB97M-V/def2-TZVPD) on C4H6N2O in the gas phase.

E_LUMO, eV: 0.2
Net charge: 0
ΔE to the lowest compared entry with this formula, charge and spin, kJ/mol: 446.5
HOMO level, eV: -9.04
HOMO-LUMO gap, eV: 9.25
DFT total energy, hartree: -340.62485
Structure (SMILES): CC1=NN=CCO1

Atoms and positions in Å:
1 C 2.039 -0.331 -0.046
2 C 0.566 -0.436 0.198
3 N -0.056 -1.557 0.133
4 N -1.397 -1.509 -0.122
5 C -2.002 -0.260 -0.048
6 C -1.065 1.151 0.116
7 O 0.273 0.750 -0.171
8 H 2.522 -1.184 0.103
9 H 2.468 0.457 0.629
10 H 2.281 -0.048 -1.045
11 H -3.086 -0.378 -0.126
12 H -1.291 1.595 1.117
13 H -1.250 1.752 -0.737

Results of the natural (NBO) charge analysis, in e, for atoms 1 through 4: atom 1 (C): -0.635, atom 2 (C): 0.552, atom 3 (N): -0.345, atom 4 (N): -0.230